[1]
Density functional theory data (ωB97M-V with the def2-TZVPD basis set) for C28H60AsBF6MgO20 as an isolated structure in a non-equilibrium geometry.

LUMO = -6.5 eV
multiplicity = 1
largest force on an atom = 3.88 eV Å⁻¹
frontier orbital gap = 2.30 eV
total energy = -154217.236 eV

Atoms and positions in Å:
Mg: 15.29 24.14 14.37
O: 19.81 24.76 15.87
C: 20.91 24.98 16.40
O: 21.84 24.13 16.67
B: 23.02 24.88 17.26
O: 22.42 26.24 17.57
C: 21.29 26.32 17.00
O: 20.50 27.25 16.92
O: 24.14 24.95 16.28
C: 25.21 24.28 16.76
O: 26.21 24.00 16.11
C: 24.85 23.77 18.19
O: 23.65 24.19 18.44
O: 25.54 23.09 18.97
As: 16.76 19.38 11.74
F: 17.07 17.91 10.65
F: 15.44 19.84 10.64
F: 16.44 20.87 12.70
F: 18.05 18.81 12.88
F: 17.88 20.43 10.75
F: 15.51 18.47 12.70
C: 14.90 21.87 17.33
O: 14.10 22.48 16.30
C: 12.83 21.79 16.27
C: 11.88 22.51 15.26
O: 12.72 22.78 14.15
C: 11.92 22.93 12.95
H: 15.78 22.47 17.54
H: 15.20 20.87 17.03
H: 14.38 21.71 18.28
H: 12.38 21.86 17.27
H: 12.92 20.72 16.11
H: 11.35 23.42 15.58
H: 11.04 21.83 15.11
H: 11.22 23.76 12.92
H: 11.36 22.04 12.69
H: 12.55 23.04 12.06
C: 9.53 16.54 9.47
O: 8.55 16.09 8.47
C: 7.86 17.22 7.94
C: 6.64 16.79 7.16
O: 5.88 15.75 7.82
C: 4.84 15.18 7.02
H: 10.24 17.15 8.92
H: 10.10 15.71 9.89
H: 9.01 17.08 10.27
H: 8.56 17.63 7.21
H: 7.60 17.86 8.78
H: 6.92 16.34 6.21
H: 6.04 17.68 6.97
H: 4.28 15.95 6.48
H: 4.14 14.65 7.67
H: 5.34 14.52 6.31
C: 20.71 12.45 11.06
O: 22.00 12.51 11.61
C: 22.21 11.70 12.77
C: 23.73 11.57 13.01
O: 24.36 10.76 12.00
C: 24.76 11.45 10.79
H: 19.98 12.59 11.87
H: 20.42 11.46 10.71
H: 20.56 13.16 10.26
H: 21.68 10.75 12.69
H: 21.90 12.25 13.66
H: 23.91 11.08 13.96
H: 24.17 12.56 13.14
H: 24.96 10.67 10.06
H: 25.63 12.11 10.89
H: 23.97 12.08 10.39
C: 9.97 20.92 -0.96
O: 10.35 20.57 0.37
C: 9.95 19.27 0.66
C: 10.39 18.89 2.12
O: 11.80 18.82 2.42
C: 12.21 18.49 3.74
H: 9.42 21.85 -0.96
H: 9.39 20.14 -1.46
H: 10.85 20.94 -1.61
H: 10.40 18.58 -0.05
H: 8.87 19.08 0.62
H: 10.05 17.86 2.24
H: 9.80 19.44 2.86
H: 12.04 19.38 4.35
H: 13.29 18.31 3.76
H: 11.58 17.72 4.19
C: 13.81 27.12 16.09
O: 14.52 26.89 14.83
C: 14.27 27.99 13.87
C: 15.34 27.78 12.82
O: 15.29 26.39 12.49
C: 15.41 26.19 11.13
H: 12.73 27.28 16.04
H: 14.23 28.01 16.56
H: 13.83 26.32 16.82
H: 14.52 28.93 14.36
H: 13.26 28.10 13.47
H: 16.34 28.05 13.17
H: 15.00 28.49 12.07
H: 15.41 25.15 10.80
H: 16.34 26.62 10.75
H: 14.57 26.72 10.70
C: 24.30 18.29 9.97
O: 24.69 19.67 9.87
C: 23.69 20.56 10.32
C: 24.28 21.91 10.70
O: 24.94 22.61 9.66
C: 23.98 23.22 8.80
H: 23.94 17.95 10.94
H: 25.17 17.69 9.72
H: 23.57 18.09 9.19
H: 23.12 20.16 11.16
H: 22.91 20.68 9.56
H: 25.07 21.74 11.43
H: 23.47 22.51 11.12
H: 24.51 23.82 8.06
H: 23.40 23.98 9.33
H: 23.24 22.57 8.32

---

[2]
Density functional theory data (ωB97M-V with the def2-TZVPD basis set) for a 2-piece molecular cluster, C4H12N2O overall.

LUMO = 1.0 eV
multiplicity = 1
largest force on an atom = 0.74 eV Å⁻¹
structure (SMILES) = [H]/N=C/OC.CNC
frontier orbital gap = 9.28 eV
total energy = -9368.961 eV

Atoms and positions in Å:
C: 1.53 -1.36 -0.22
C: -1.66 0.87 1.30
C: -1.88 0.26 -1.03
C: 2.49 0.77 -0.06
N: -1.26 -0.02 0.25
N: 0.90 -2.33 0.27
O: 1.69 -0.25 0.49
H: 2.00 -1.33 -1.22
H: 0.82 -3.13 -0.36
H: -1.40 -0.99 0.52
H: -1.16 0.57 2.22
H: -2.75 0.90 1.48
H: -1.34 1.89 1.05
H: -2.98 0.25 -1.00
H: -1.54 -0.47 -1.76
H: -1.56 1.26 -1.35
H: 3.55 0.56 0.14
H: 2.34 0.86 -1.14
H: 2.21 1.69 0.43

---

[3]
Density functional theory data (ωB97M-V with the def2-TZVPD basis set) for one molecule with the formula C4H7NO2.

LUMO = 0.6 eV
multiplicity = 1
largest force on an atom = 0.44 eV Å⁻¹
structure (SMILES) = O=CN1CC(O)C1
frontier orbital gap = 10.25 eV
total energy = -9845.488 eV

Atoms and positions in Å:
O: 2.26 -0.65 -0.25
C: 0.91 -0.48 0.05
C: 0.49 0.92 0.54
N: -0.79 0.71 -0.18
C: -0.15 -0.29 -1.06
C: -1.90 0.33 0.53
O: -2.72 -0.49 0.16
H: 2.41 -1.59 -0.43
H: 0.54 -1.23 0.77
H: 0.41 1.10 1.61
H: 1.08 1.71 0.06
H: -0.81 -1.12 -1.33
H: 0.26 0.19 -1.95
H: -1.99 0.88 1.48

---

- What is the LUMO in the second record?
  1.0 eV